No. 1
DFT (ωB97M-V with the def2-TZVPD basis set) results for an isolated molecule of C7H8.

Properties
- 2S+1: 1
- Structure (SMILES): C#CC(C)=C=CC
- HOMO-LUMO gap: 0.3332 Ha
- Highest occupied orbital energy: -8.479 eV
- F_max: 3.0 eV/Å

The geometry in XYZ format:
```
15
Properties=species:S:1:pos:R:3:lowdin_charge:R:1
C 1.45442 -0.10131 -0.44158 -0.152
C -2.09038 -2.13943 0.07112 0.132
C 0.22065 0.09819 -0.01517 0.029
C -1.86556 -0.98590 -0.11831 -0.125
C 2.74214 -0.38090 0.33552 -0.087
C -1.79185 1.59353 0.08190 -0.061
C -1.13538 0.20651 -0.06813 -0.319
H 1.60293 -0.15515 -1.52721 0.112
H -2.48089 -3.12293 0.16578 0.027
H 2.94264 0.67341 0.37141 0.064
H 2.59711 -0.67428 1.34901 0.059
H 3.45782 -1.03250 -0.18070 0.078
H -1.17753 2.23891 0.67963 0.054
H -1.58608 1.96464 -0.98029 0.095
H -2.89005 1.81720 0.27702 0.095
```

---

No. 2
DFT (ωB97M-V with the def2-TZVPD basis set) results for a 2-piece molecular cluster, C3H6N5 overall.

Properties
- 2S+1: 1
- Charge: +1
- HOMO-LUMO gap: 0.3596 Ha
- Highest occupied orbital energy: -13.544 eV
- F_max: 4.0 eV/Å

The geometry in XYZ format:
```
14
Properties=species:S:1:pos:R:3:lowdin_charge:R:1
C 0.08530 -2.06722 -0.47669 -0.068
C 0.49145 0.42389 0.00032 -0.379
C 0.13069 -0.72382 -0.80810 -0.024
N 0.25674 -3.21496 -0.31892 0.280
N -2.60912 2.11147 0.94693 0.033
N -2.67302 1.30262 0.20741 0.019
N 0.71647 1.56919 -0.69843 0.189
N 0.85556 0.39861 1.29516 0.184
H -0.21014 -0.54675 -1.74370 0.076
H -0.23192 -4.12448 -0.29737 0.154
H 0.42265 1.59664 -1.66671 0.134
H 1.00877 2.37981 -0.20839 0.117
H 0.62480 -0.34686 2.02017 0.176
H 1.13177 1.24187 1.74832 0.112
```

---

Question: Which of these has the highest F_max?
Answer: C3H6N5